DFT (the ωB97M-V functional and the def2-TZVPD basis) results for the molecule C4H13N3 at a distorted geometry.

CARTESIAN COORDINATES (ANGSTROEM)
N (2.1903, 0.1263, -1.4348)
C (2.2164, 0.1597, 0.0462)
C (0.8556, 0.5123, 0.6675)
C (-0.3662, -0.1324, -0.0022)
N (-0.3558, -1.5720, 0.0412)
C (-1.6554, 0.5314, 0.5964)
N (-2.8102, 0.3098, -0.2949)
H (2.9891, 0.6140, -1.7890)
H (1.3367, 0.4319, -1.8731)
H (2.2778, -0.9041, 0.3255)
H (3.0736, 0.7130, 0.4109)
H (0.6885, 1.5906, 0.6444)
H (0.8094, 0.0369, 1.6583)
H (-0.4048, 0.1711, -1.0488)
H (-0.2558, -1.9858, 0.9594)
H (-1.1676, -2.0053, -0.3818)
H (-1.4497, 1.6103, 0.5699)
H (-1.8426, 0.2727, 1.6430)
H (-2.5238, -0.4240, -0.9380)
H (-3.6055, -0.0562, 0.2000)

Cartesian forces (eV/Å) of the 2 atoms listed first:
N 0.466 0.125 0.630
C -1.599 -2.003 -0.884

Lowest unoccupied orbital energy in hartree: 0.039
Energy relative to the best compared isomer or geometry (same formula, charge and spin) in kJ/mol: 93.9
Multiplicity: 1
Charge: 0
Total energy in eV: -8828.440
SMILES string: NCC[C@@H](N)CN
Gap between HOMO and LUMO in hartree: 0.3621